i:
Molecular formula: C53H50DyN8O4Te
Method: DFT, ωB97M-V/def2-TZVPD

```
117
Properties=species:S:1:pos:R:3
Dy 0.1031 -0.3184 0.5549
C 1.1343 -4.8783 0.8205
C 0.4281 -3.6740 0.8410
N 0.9347 -2.5343 1.3222
C 2.1775 -2.5384 1.8868
C 2.7640 -3.7531 2.2610
C 2.3216 -4.8863 1.5016
C 3.6721 -3.7175 3.3577
C 3.9362 -2.4914 3.9934
C 3.5352 -1.2713 3.4365
C 2.7512 -1.2674 2.2668
N 2.3784 -0.2048 1.4813
C 3.2234 0.7963 1.1431
C 4.5339 0.9800 1.5559
C 5.2376 2.1216 1.2878
C 4.6631 3.1957 0.6150
C 3.3258 3.0863 0.1275
C 2.5830 4.1772 -0.5178
C 1.4723 3.8710 -1.2721
C 0.9656 2.5749 -1.2261
N 1.4526 1.6527 -0.3936
C 2.6263 1.8122 0.2311
H 0.6967 -5.7096 0.2867
H -0.5231 -3.7084 0.2969
H 2.9473 -5.7317 1.4657
H 4.3168 -4.5961 3.5861
H 4.2892 -2.4705 4.9962
H 3.8025 -0.3117 3.8383
H 5.0324 0.1133 1.9817
H 6.2463 2.1530 1.6606
H 5.2261 4.1061 0.4415
H 2.9893 5.1840 -0.4314
H 0.9112 4.6181 -1.8246
H 0.1242 2.3600 -1.9681
N -1.0396 -0.9354 2.7334
C -1.0803 0.1609 3.7165
C -2.2456 0.0134 4.6622
C -2.2029 0.8461 5.9745
C -1.3874 0.4129 7.2046
N 0.1039 0.5638 7.0654
C 0.7664 1.6408 7.2986
N 0.2149 2.8481 7.4009
N 2.0701 1.5387 7.6576
C -0.9225 1.5253 2.9743
O -1.4140 2.5086 3.5435
O -0.3962 1.4075 1.8110
H -2.0254 -1.1576 2.5088
H -0.7485 -1.8201 3.0656
H -0.1217 0.1133 4.3079
H -2.2892 -1.0163 4.9452
H -3.1666 0.3016 4.1532
H -3.2291 0.8316 6.2983
H -1.9671 1.9215 5.7110
H -1.5757 -0.6337 7.4308
H -1.6716 0.9964 8.0227
H 0.6573 -0.3170 6.9886
H -0.7624 3.0615 7.1945
H 0.8479 3.5963 7.5099
H 2.5679 0.6382 7.6272
H 2.5983 2.3654 7.8484
C 0.2481 1.2503 -6.3423
C 0.3352 0.4950 -5.0224
C 1.5981 0.0230 -4.6724
C 1.8420 -0.5369 -3.4177
C 3.2111 -0.9334 -3.1584
O 3.7161 -0.6950 -2.0502
C 3.9923 -1.4040 -4.3255
C 5.3517 -1.1948 -4.3000
C 6.1813 -1.5738 -5.3543
C 5.6345 -2.1598 -6.4822
C 4.3340 -2.6442 -6.3713
C 3.4695 -2.2346 -5.3444
C 0.7969 -0.7662 -2.5133
O 1.0102 -1.2079 -1.2887
C -0.5102 -0.4859 -2.9629
C -0.7045 0.1152 -4.1994
C -1.6818 -0.8318 -2.1070
N -1.7809 -0.0914 -1.0475
C -3.1214 0.5162 -0.7450
C -3.0427 1.7560 0.1905
Te -3.6723 3.8013 -0.4796
C -5.5538 3.4506 -1.4174
C -5.9840 4.4479 -2.3056
C -7.1568 4.2342 -3.0614
C -7.9831 3.1287 -2.7386
C -7.5847 2.2341 -1.7919
C -6.3767 2.3626 -1.0556
C -2.5935 -1.9660 -2.4325
C -3.3566 -2.5657 -1.4255
C -4.1400 -3.7301 -1.7466
C -4.1247 -4.2489 -2.9856
C -3.3451 -3.6291 -3.9795
C -2.6024 -2.4858 -3.7657
H -0.7411 1.4401 -6.6156
H 0.5963 0.5978 -7.1375
H 0.8416 2.1533 -6.3874
H 2.4183 0.2779 -5.3786
H 5.6984 -0.8453 -3.3265
H 7.2277 -1.2954 -5.3075
H 6.2391 -2.4045 -7.3411
H 3.9348 -3.1104 -7.2938
H 2.4409 -2.5446 -5.3958
H -1.7370 0.3079 -4.4751
H -3.7982 -0.2118 -0.3825
H -3.4634 0.8479 -1.7583
H -2.0319 1.9072 0.5771
H -3.6472 1.5740 1.0898
H -5.3477 5.3284 -2.4229
H -7.4998 4.9656 -3.8410
H -8.9770 2.9574 -3.2220
H -8.2276 1.3919 -1.5565
H -6.1505 1.7682 -0.1992
H -3.3014 -2.1660 -0.3758
H -4.9044 -4.1111 -1.0373
H -4.6546 -5.1585 -3.2676
H -3.2165 -4.1561 -4.9655
H -1.9643 -2.0946 -4.5377
```

The HOMO energy (alpha / beta) comes out at -8.02 / -8.03 eV. The gap between HOMO and LUMO (alpha / beta) comes out at 5.34 / 5.35 eV. Its total charge is +1. The LUMO energy (alpha / beta) is -2.7 / -2.7 eV. As for the spin multiplicity: 6.

***

ii:
Molecular formula: C53H50DyN8O4Te
Method: DFT, ωB97M-V/def2-TZVPD

```
117
Properties=species:S:1:pos:R:3
Dy 0.0334 0.6239 -0.9499
C -2.3524 4.6491 0.4028
C -1.5319 3.5175 0.3116
N -1.2891 2.8432 -0.8042
C -1.8490 3.3276 -1.9397
C -2.7875 4.3662 -1.9823
C -3.0986 4.9880 -0.7680
C -3.3969 4.6898 -3.2253
C -3.1051 3.9954 -4.3636
C -2.1373 2.9933 -4.3633
C -1.3742 2.7165 -3.1808
N -0.3775 1.8986 -3.0979
C 0.3362 1.4479 -4.1690
C 0.8573 2.3044 -5.1488
C 1.5080 1.7651 -6.2857
C 1.5110 0.3875 -6.4504
C 1.2446 -0.5742 -5.4434
C 1.5912 -1.9474 -5.3798
C 1.5240 -2.6386 -4.1352
C 1.0040 -1.9670 -3.0126
N 0.5996 -0.6696 -3.0488
C 0.6327 0.0074 -4.2438
H -2.5759 5.1538 1.3670
H -1.0227 3.1611 1.1836
H -3.9203 5.7137 -0.7052
H -4.1105 5.5470 -3.2866
H -3.7227 4.1758 -5.2653
H -1.9620 2.4108 -5.2817
H 0.5941 3.3400 -5.0749
H 2.0582 2.4096 -6.9718
H 1.7526 -0.0083 -7.4291
H 2.0045 -2.3688 -6.2658
H 1.8114 -3.6948 -4.0201
H 0.9033 -2.4835 -2.0684
N -2.4861 0.5846 0.9991
C -3.3607 -0.3789 0.3603
C -4.8097 -0.0894 0.7363
C -5.8551 -0.8693 -0.0682
C -5.6964 -2.3858 0.0831
N -4.6755 -2.9855 -0.8085
C -4.8073 -2.8715 -2.1279
N -6.0147 -2.7570 -2.6714
N -3.6524 -2.9318 -2.8992
C -2.9010 -0.2857 -1.1210
O -3.6083 0.1351 -2.0066
O -1.6281 -0.6683 -1.2131
H -1.8954 0.2271 1.7813
H -2.9877 1.3951 1.3905
H -3.1167 -1.3850 0.6427
H -5.0878 0.9621 0.6672
H -4.9346 -0.4201 1.8098
H -5.9799 -0.5481 -1.1144
H -6.8635 -0.5926 0.3047
H -6.6708 -2.8854 -0.1152
H -5.4326 -2.6489 1.1399
H -3.7534 -3.1460 -0.3795
H -6.8704 -3.0193 -2.2059
H -6.0348 -2.5697 -3.6417
H -2.8064 -2.8108 -2.3433
H -3.5387 -2.4823 -3.8019
C 3.4089 -3.5143 4.2668
C 2.6316 -2.5638 3.4010
C 1.3667 -2.1312 3.8662
C 0.6583 -1.1688 3.1090
C -0.6063 -0.6677 3.6713
O -0.9325 0.5121 3.7352
C -1.4751 -1.7379 4.2696
C -2.4924 -1.3591 5.1596
C -3.0552 -2.3541 5.9414
C -2.7861 -3.7073 5.6719
C -1.9845 -4.0809 4.6258
C -1.4046 -3.0647 3.8196
C 1.1264 -0.6752 1.8277
O 0.3774 0.1562 1.1622
C 2.4046 -1.1495 1.3763
C 3.0756 -2.1582 2.1583
C 3.1010 -0.6016 0.2288
N 2.5296 0.1935 -0.6236
C 3.2372 1.1130 -1.5307
C 3.7676 2.4069 -0.9260
Te 2.1151 3.6557 -0.1647
C 2.6723 3.2882 1.8981
C 4.0750 3.3111 2.1964
C 4.4442 3.1271 3.5213
C 3.5430 2.8713 4.5485
C 2.1896 2.7699 4.2093
C 1.7546 3.0141 2.9099
C 4.5410 -0.8973 0.0901
C 5.1191 -1.3921 -1.1058
C 6.4737 -1.6083 -1.2119
C 7.3373 -1.3056 -0.1541
C 6.7976 -0.8229 1.0652
C 5.4196 -0.5917 1.1544
H 4.2976 -3.0457 4.8065
H 3.8629 -4.2868 3.6448
H 2.7576 -3.9649 5.0429
H 0.9404 -2.5804 4.8044
H -2.7437 -0.3108 5.3704
H -3.8256 -2.0945 6.6678
H -3.3245 -4.4986 6.2203
H -1.9099 -5.1252 4.3320
H -0.7722 -3.3645 2.9773
H 3.9441 -2.5860 1.7358
H 2.4611 1.4198 -2.2958
H 4.0100 0.5667 -2.1409
H 4.2986 3.0415 -1.6634
H 4.3186 2.2854 -0.0130
H 4.7855 3.5563 1.3860
H 5.4976 3.1099 3.7709
H 3.8756 2.8207 5.5852
H 1.4532 2.5595 4.9924
H 0.6882 2.8686 2.5751
H 4.4491 -1.4647 -1.9712
H 6.8513 -2.0005 -2.1422
H 8.3814 -1.5722 -0.1708
H 7.4451 -0.5824 1.9129
H 4.9438 -0.2708 2.1050
```

The HOMO energy (alpha / beta) comes out at -8.14 / -8.15 eV. The gap between HOMO and LUMO (alpha / beta) comes out at 5.87 / 5.86 eV. Its total charge is +1. The LUMO energy (alpha / beta) is -2.3 / -2.3 eV. As for the spin multiplicity: 6.

***

Which one sits at the top of the stability order? ii does.

***

i:
Molecular formula: H2IO
Method: DFT, ωB97M-V/def2-TZVPD

```
4
Properties=species:S:1:pos:R:3
O -1.3481 0.7725 -0.2742
H -2.0623 0.3625 0.2645
H -0.5509 0.2276 -0.0851
I 3.9613 -1.3626 0.0948
```

The HOMO energy comes out at -3.28 eV. The gap between HOMO and LUMO comes out at 6.66 eV. Its total charge is -1. The LUMO energy is 3.4 eV.

***

ii:
Molecular formula: H2IO
Method: DFT, ωB97M-V/def2-TZVPD

```
4
Properties=species:S:1:pos:R:3
I -0.2984 0.8606 1.6657
O -0.2654 -0.2536 -0.6907
H 0.5270 -0.4601 -1.1864
H 0.0368 -0.1469 0.2113
```

The HOMO energy comes out at -3.07 eV. The gap between HOMO and LUMO comes out at 7.07 eV. Its total charge is -1. The LUMO energy is 4.0 eV.

***

Which one sits at the top of the stability order? i does.

***

i:
Molecular formula: C3HO2
Method: DFT, ωB97M-V/def2-TZVPD

```
6
Properties=species:S:1:pos:R:3
C 0.5714 -0.0103 -0.2806
C -2.1500 0.1215 0.6736
C 1.7818 0.0604 0.0777
O -3.1533 -0.1240 0.1307
O 2.8820 0.0737 0.5861
H 0.0681 -0.1213 -1.1875
```

The HOMO energy comes out at -2.38 eV. The gap between HOMO and LUMO comes out at 6.38 eV. Its total charge is -1. The LUMO energy is 4.0 eV.

***

ii:
Molecular formula: C3HO2
Method: DFT, ωB97M-V/def2-TZVPD

```
6
Properties=species:S:1:pos:R:3
C -0.5407 0.9168 -0.0211
C 2.0719 0.0445 -0.6850
C -1.3681 1.2614 0.8085
O 2.9237 0.8263 -0.6809
O -2.1672 1.8016 1.5315
H -0.0684 0.1518 -0.7372
```

The HOMO energy comes out at -2.40 eV. The gap between HOMO and LUMO comes out at 6.39 eV. Its total charge is -1. The LUMO energy is 4.0 eV.

***

Which one sits at the top of the stability order? i does.

***

i:
Molecular formula: C3H3ClNO
Method: DFT, ωB97M-V/def2-TZVPD

```
9
Properties=species:S:1:pos:R:3
O -2.1963 0.2866 0.1447
N -0.9581 0.2131 0.2821
C -0.1728 -0.7612 0.8455
C 0.9498 -0.3731 0.2478
C 0.2849 0.8021 -0.4699
Cl 0.2016 0.3284 -2.2699
H -0.5379 -1.5689 1.5259
H 2.0065 -0.7528 0.0814
H 0.4223 1.8256 -0.3876
```

The HOMO energy (alpha / beta) comes out at -16.45 / -16.45 eV. As for the SMILES: O=[N+]1C=C[C@H]1Cl. The gap between HOMO and LUMO (alpha / beta) comes out at 8.58 / 8.58 eV. Its total charge is +1. The LUMO energy (alpha / beta) is -7.9 / -7.9 eV.

***

ii:
Molecular formula: C3H3ClNO
Method: DFT, ωB97M-V/def2-TZVPD

```
9
Properties=species:S:1:pos:R:3
C 0.6857 -0.6148 0.5014
C 2.2445 -0.4989 -1.0561
C 0.0672 0.1052 -0.6039
N 1.2181 0.2364 -1.6173
O 1.0845 0.7582 -2.6823
Cl 3.3413 -1.3393 -1.8841
H 0.3356 -1.2546 1.2829
H -0.5381 -0.6210 -0.9960
H -0.5005 1.0460 -0.4435
```

The HOMO energy (alpha / beta) comes out at -14.57 / -14.10 eV. The gap between HOMO and LUMO (alpha / beta) comes out at 6.72 / 5.85 eV. Its total charge is +1. The LUMO energy (alpha / beta) is -7.9 / -8.2 eV.

***

iii:
Molecular formula: C3H3ClNO
Method: DFT, ωB97M-V/def2-TZVPD

```
9
Properties=species:S:1:pos:R:3
C 0.0163 -0.0281 -1.0911
C -0.1435 -1.2914 -0.6732
C 0.1867 0.7874 0.2305
N 0.1405 -0.3977 1.2015
O -0.1632 -0.3963 2.3318
Cl -1.0958 1.9625 0.4306
H 0.1510 0.4397 -2.0370
H -0.1562 -2.3678 -0.6424
H 1.0640 1.2916 0.2492
```

The HOMO energy (alpha / beta) comes out at -15.76 / -15.76 eV. The gap between HOMO and LUMO (alpha / beta) comes out at 8.46 / 8.46 eV. Its total charge is +1. The LUMO energy (alpha / beta) is -7.3 / -7.3 eV.

***

Which one sits at the top of the stability order? i does.